[1]
C4H12FN2 | wB97M-V/def2-TZVPD

Geometry (Å):
C  2.6551  -0.6388  -0.1912
C  -1.3827  1.9382  -0.4618
C  1.7294  0.5054  -0.3622
C  -0.3793  -0.4307  -0.7021
N  -0.5429  -1.6827  -0.0573
N  -1.2823  0.5710  0.0456
F  1.6126  1.3171  0.6637
H  3.6465  -0.2012  -0.4631
H  2.3802  -1.4018  -0.8357
H  2.5042  -1.0634  0.8640
H  -0.3238  2.1053  -0.5036
H  -1.8995  1.8174  -1.3954
H  -1.8151  2.7135  0.1832
H  1.7660  1.0396  -1.2508
H  -0.6081  -0.5062  -1.7969
H  0.0368  -2.0389  0.7019
H  -0.9240  -2.4943  -0.4540
H  -2.2201  0.1117  -0.0785
H  -1.0779  0.5868  1.0570

Forces on atoms 1 to 6 (eV/Å):
C -0.2 1.6 2.3
C 1.2 0.1 -0.2
C 2.9 -0.9 0.3
C -4.0 -3.5 -0.2
N 1.2 1.6 0.9
N -2.0 -1.6 0.7

Properties
⟨S²⟩ = 2.006
Kohn-Sham gap (alpha / beta) = 6.99 / 9.38 eV
relative energy (zero: lowest compared OMol25 entry of this formula, charge and spin) = 0.0 kcal/mol
2S+1 = 3
highest occupied orbital energy (alpha / beta) = -0.3726 / -0.5577 Eh
E = -10027.8725 eV
total charge = +1

---

[2]
C3H11N3 | wB97M-V/def2-TZVPD

Geometry (Å):
C  1.4889  0.2468  0.0715
C  -0.9478  1.3499  -0.3285
N  1.5337  0.0990  -1.3780
N  -1.7297  1.3420  0.7551
H  1.2582  -0.8431  -1.6331
H  2.4450  0.3048  -1.7701
H  -1.3977  1.8177  1.5858
H  -2.1070  0.4002  0.9638
H  2.1862  -0.4209  0.6070
H  1.7388  1.2717  0.3480
H  -1.2028  0.9518  -1.3030
H  -0.4382  2.2895  -0.5222
C  -0.8423  -2.1328  0.5867
N  -1.0707  -0.9972  0.1198
H  0.4231  -0.3158  0.4294
H  -1.4558  -3.0175  0.3675
H  0.1180  -2.3461  1.1003

Forces on atoms 1 to 6 (eV/Å):
C -0.6 -2.4 1.2
C -2.4 2.1 0.3
N -0.3 0.2 -0.2
N 1.2 -0.8 -0.8
H 0.1 0.1 -0.1
H -0.1 -0.2 0.1

Properties
Kohn-Sham gap (alpha / beta) = 5.11 / 6.26 eV
relative energy (zero: lowest compared OMol25 entry of this formula, charge and spin) = 145.2 kcal/mol
highest occupied orbital energy (alpha / beta) = -0.2176 / -0.2412 Eh
E = -7753.7856 eV

---

[3]
C20H31FeIN4O3Si | wB97M-V/def2-TZVPD

Geometry (Å):
Fe  7.2798  -12.6707  5.0609
C  7.5412  -14.9120  9.1908
C  8.7787  -14.8300  8.3106
N  9.9232  -14.9987  8.9207
C  11.0771  -14.9044  8.1797
C  11.1243  -14.6829  6.8349
C  12.4644  -14.6439  6.0840
O  12.4714  -15.5340  4.9900
C  9.8804  -14.4664  6.1392
C  9.9232  -14.1183  4.7531
N  8.9147  -13.7723  4.0200
C  9.0562  -13.4695  2.6704
C  9.7226  -12.2823  2.3248
C  9.6696  -11.7739  1.0364
C  9.0190  -12.4798  0.0226
C  8.3100  -13.6348  0.3677
C  8.2696  -14.0797  1.6921
I  7.1987  -15.7422  2.1936
C  8.6455  -14.5861  6.8676
O  7.5393  -14.3738  6.3462
H  7.7877  -15.3879  10.1187
H  6.7808  -15.5284  8.6607
H  7.1176  -13.8909  9.3059
H  11.9671  -15.0279  8.7815
H  13.2926  -14.9282  6.7460
H  12.6192  -13.6322  5.6587
H  12.1162  -16.3753  5.2725
H  10.8905  -14.2056  4.2291
H  10.1545  -11.7183  3.1326
H  10.0573  -10.7924  0.7731
H  8.9232  -12.0554  -0.9925
H  7.7098  -14.1658  -0.3045
N  5.1412  -12.8369  5.6804
C  4.3317  -11.6843  5.2116
C  4.3026  -11.6260  3.6799
C  5.4561  -10.9646  2.9550
N  6.6348  -11.8114  3.0516
H  4.7572  -13.7066  5.3147
H  5.0992  -12.8781  6.6630
H  4.7599  -10.7667  5.6330
H  3.2722  -11.7754  5.5176
H  3.3415  -11.1273  3.4135
H  4.1737  -12.6732  3.3152
H  5.6357  -9.9677  3.4059
H  5.1650  -10.7370  1.9122
H  7.4683  -11.3493  2.6524
H  6.3501  -12.6100  2.4467
C  10.6192  -10.4097  5.9548
Si  8.7699  -9.8696  5.7951
C  8.4108  -8.8484  4.1760
C  8.5393  -8.7475  7.2948
O  7.7148  -11.0584  5.8626
H  11.1718  -9.6074  6.4578
H  11.1504  -10.5273  5.0101
H  10.7277  -11.3445  6.4944
H  9.1627  -8.0841  4.1034
H  7.3841  -8.4640  4.2546
H  8.5011  -9.4943  3.3024
H  9.0868  -7.8241  7.1064
H  8.9999  -9.2186  8.1921
H  7.4987  -8.5096  7.4700

Forces on atoms 1 to 6 (eV/Å):
Fe -0.1 -0.8 0.0
C -0.5 0.2 -1.9
C -0.1 -0.5 0.6
N 0.1 0.4 -1.0
C -0.1 -0.3 0.4
C 0.0 0.2 -0.2

Properties
⟨S²⟩ = 6.009
Kohn-Sham gap (alpha / beta) = 7.53 / 7.53 eV
relative energy (zero: lowest compared OMol25 entry of this formula, charge and spin) = 0.0 kcal/mol
2S+1 = 5
highest occupied orbital energy (alpha / beta) = -0.2725 / -0.2736 Eh
E = -83714.8239 eV

---

[4]
C2H2FN | wB97M-V/def2-TZVPD

Geometry (Å):
C  1.4770  -0.9845  -1.2795
C  -1.3204  0.6582  1.1102
N  0.7390  -1.0075  -2.1291
F  -2.4615  1.1981  1.3969
H  2.2282  -1.3068  -0.6045
H  -0.6623  1.4425  1.5059

Forces on the atoms, in the same order (eV/Å):
C 1.8 -0.9 1.5
C 0.1 -0.3 -0.1
N -1.9 0.5 -2.0
F -1.0 0.0 0.0
H 0.2 0.4 0.5
H 0.9 0.3 0.1

Properties
Kohn-Sham gap = 9.42 eV
relative energy (zero: lowest compared OMol25 entry of this formula, charge and spin) = 89.9 kcal/mol
highest occupied orbital energy = -0.3585 Eh
E = -6309.0960 eV

---

[5]
H4O2 | wB97M-V/def2-TZVPD

Geometry (Å):
O  0.2911  0.4912  1.7141
H  0.1581  1.4310  1.5908
H  0.1928  0.1180  0.8382
O  0.0386  -0.4075  -1.2606
H  0.2162  -1.3293  -1.4475
H  -0.8968  -0.3033  -1.4350

Forces on the atoms, in the same order (eV/Å):
O 0.2 -0.7 1.7
H -0.2 1.9 0.1
H 0.1 -1.3 -2.5
O 0.1 0.6 1.2
H 0.3 -0.6 -0.2
H -0.6 0.1 -0.4

Properties
⟨S²⟩ = 0.755
Kohn-Sham gap (alpha / beta) = 13.62 / 4.71 eV
relative energy (zero: lowest compared OMol25 entry of this formula, charge and spin) = 25.9 kcal/mol
2S+1 = 2
highest occupied orbital energy (alpha / beta) = -0.6743 / -0.6379 Eh
E = -4147.9829 eV
total charge = +1

---

[6]
C3H3F3 | wB97M-V/def2-TZVPD

Geometry (Å):
C  -1.2589  0.0714  -0.0065
C  0.2703  0.3167  -0.0038
F  0.5216  1.5971  -0.0595
C  1.3179  -0.4445  0.1323
F  2.5308  0.1312  -0.0385
F  1.3209  -1.7333  0.1844
H  -1.2972  -0.3156  -0.9623
H  -1.7765  0.9723  0.0150
H  -1.6289  -0.5951  0.7388

Forces on atoms 1 to 6 (eV/Å):
C 3.2 -0.8 0.5
C -2.8 -0.2 1.6
F 0.6 2.4 -0.4
C 1.1 1.2 -1.0
F -0.4 -1.1 0.5
F 0.3 -1.3 0.2

Properties
SMILES = CC(F)=C(F)F
Kohn-Sham gap = 10.30 eV
relative energy (zero: lowest compared OMol25 entry of this formula, charge and spin) = 26.9 kcal/mol
highest occupied orbital energy = -0.3453 Eh
E = -11310.3936 eV

---

[7]
C4H4Cl2N2O3RhSTm | wB97M-V/def2-TZVPD

Geometry (Å):
Rh  0.0397  0.8500  -6.8103
Tm  -0.0055  -0.0548  0.7152
Cl  -0.5549  2.9018  -5.9764
Cl  2.0661  -1.1960  0.3965
C  -0.8936  -1.6647  1.9997
C  -0.4196  1.3993  -8.4954
C  0.5166  -0.7720  -7.4034
O  -1.2303  -2.3914  2.8470
O  -0.7135  1.7497  -9.5675
O  0.8103  -1.8128  -7.8318
N  -0.8352  0.8575  5.2989
C  0.1172  0.2018  4.6056
N  0.6517  -0.8818  5.1762
S  0.5968  0.7714  2.9963
H  -0.7952  0.8221  6.3186
H  -1.2569  1.6825  4.8808
H  1.2651  -1.5065  4.6595
H  0.6415  -0.9561  6.1905

Forces on atoms 1 to 6 (eV/Å):
Rh -0.2 2.8 4.3
Tm 1.4 0.5 -3.7
Cl -0.1 0.5 0.6
Cl -1.2 0.7 0.6
C -3.0 -6.0 6.1
C -2.7 3.3 -9.3

Properties
⟨S²⟩ = 12.022
Kohn-Sham gap (alpha / beta) = 2.57 / 2.23 eV
relative energy (zero: lowest compared OMol25 entry of this formula, charge and spin) = 0.0 kcal/mol
2S+1 = 7
highest occupied orbital energy (alpha / beta) = -0.6889 / -0.7899 Eh
E = -81703.7120 eV
total charge = +4

---

[8]
C2H5N4S | wB97M-V/def2-TZVPD

Geometry (Å):
C  -0.2789  -0.0721  0.0719
C  0.8522  2.6171  0.2638
N  -0.9063  1.0492  0.4954
N  -0.2912  2.2393  0.7673
N  0.9288  -0.0971  -0.3681
N  1.6307  -1.2100  -0.6892
S  2.1796  2.9673  -0.3937
H  -0.9192  -0.8680  0.2957
H  -1.5958  0.8161  1.1338
H  -1.0083  2.8498  1.0347
H  1.1438  -2.1450  -0.6392
H  2.4396  -1.0956  -1.3944

Forces on atoms 1 to 6 (eV/Å):
C 3.6 -1.2 -1.0
C -0.4 -0.7 0.0
N 0.2 0.7 -1.3
N 2.3 -0.3 -1.1
N -0.9 0.7 0.0
N 0.4 -1.1 -0.8

Properties
Kohn-Sham gap = 6.11 eV
relative energy (zero: lowest compared OMol25 entry of this formula, charge and spin) = 100.0 kcal/mol
highest occupied orbital energy = -0.4421 Eh
E = -18939.5316 eV
total charge = +1